[1]
DFT (ωB97M-V with the def2-TZVPD basis set) results for a structure of composition C29H39BF4N2OPtS.

Lowest unoccupied orbital energy ... -0.5 eV
Orbital gap ... 7.487 eV
Relative energy (zero: lowest compared OMol25 entry of this formula, charge and spin) ... 0.7050 eV

```
78
C29H39BF4N2OPtS, DFT ωB97M-V with the def2-TZVPD basis set
Pt -0.187 0.375 0.382
C -3.060 4.525 -2.202
C -2.093 3.343 -2.123
C -2.081 2.547 -3.432
C -0.675 3.765 -1.784
C -0.060 4.733 -2.574
C 1.276 5.046 -2.413
C 2.033 4.360 -1.476
C 1.466 3.393 -0.658
C 2.371 2.565 0.236
C 2.015 2.558 1.720
C 2.497 1.164 -0.377
C 0.092 3.151 -0.787
N -0.582 2.271 0.119
C -1.595 2.739 0.815
C -2.357 1.799 1.513
C -3.520 1.792 2.294
C -3.784 0.464 2.569
C -2.784 -0.329 1.961
N -1.924 0.483 1.335
C -2.749 -1.834 1.924
C -3.750 -2.306 0.857
C -3.164 -2.387 3.292
C -1.362 -2.351 1.580
H -4.082 4.164 -2.318
H -2.842 5.167 -3.056
H -3.017 5.143 -1.304
H -2.467 2.666 -1.354
H -1.703 3.158 -4.254
H -3.090 2.221 -3.688
H -1.447 1.664 -3.345
H -0.637 5.230 -3.342
H 1.735 5.804 -3.033
H 3.091 4.567 -1.377
H 3.366 3.017 0.165
H 1.111 1.991 1.949
H 1.884 3.581 2.078
H 2.822 2.094 2.287
H 1.486 0.760 -0.608
H 3.042 0.456 0.239
H 2.930 1.218 -1.378
H -1.823 3.799 0.783
H -4.095 2.653 2.591
H -4.616 0.079 3.134
H -4.751 -1.923 1.057
H -3.792 -3.397 0.846
H -3.443 -1.965 -0.134
H -4.207 -2.167 3.520
H -2.542 -1.972 4.086
H -3.043 -3.471 3.298
H -1.044 -2.016 0.588
H -1.368 -3.442 1.534
H -0.625 -2.049 2.323
F 1.661 -2.995 2.246
B 1.830 -1.653 1.993
F 1.193 -1.395 0.672
F 1.164 -0.853 2.903
F 3.157 -1.294 1.851
C -1.224 -6.599 0.911
C -0.632 -5.466 0.122
C -1.412 -4.736 -0.773
C -0.881 -3.665 -1.468
C 0.452 -3.327 -1.277
C 1.241 -4.024 -0.377
C 0.696 -5.097 0.311
S 1.143 -1.893 -2.075
C 1.049 -2.446 -3.783
O 0.106 -0.810 -1.960
H -2.198 -6.889 0.519
H -1.355 -6.312 1.956
H -0.574 -7.473 0.893
H -2.452 -5.003 -0.913
H -1.500 -3.071 -2.129
H 2.256 -3.705 -0.183
H 1.304 -5.632 1.028
H 0.017 -2.689 -4.028
H 1.690 -3.316 -3.910
H 1.402 -1.625 -4.404
```

***

[2]
DFT (ωB97M-V with the def2-TZVPD basis set) results for a structure of composition C13H22BIN5ORu.

Lowest unoccupied orbital energy (spin up / spin down) ... 4.1 / 3.4 eV
Orbital gap (spin up / spin down) ... 1.740 / 7.013 eV
Multiplicity ... 6
<S²> ... 8.77
Net charge ... -2

```
44
C13H22BIN5ORu, DFT ωB97M-V with the def2-TZVPD basis set
C -1.035 -0.612 -3.970
I -0.723 -2.603 -4.105
H -1.645 -0.239 -4.800
H -1.556 -0.348 -3.026
H -0.021 -0.175 -4.034
C 3.694 -0.829 0.797
C 3.999 -0.179 -0.344
N 2.811 0.173 -0.954
C 1.733 -0.228 -0.191
N 2.321 -0.866 0.885
H 4.310 -1.251 1.576
H 4.960 0.055 -0.770
C -3.864 -1.252 0.443
C -1.969 -0.106 -0.019
N -2.486 -1.277 0.470
H -5.201 0.346 -0.288
N -3.070 0.628 -0.351
H -4.435 -2.102 0.787
Ru -0.080 0.615 -0.116
C 0.273 2.396 -0.195
O 0.601 3.538 -0.260
C -4.232 -0.069 -0.087
C -3.111 1.956 -0.919
H -4.120 2.344 -0.725
H -2.941 1.953 -2.006
H -2.363 2.595 -0.433
C -1.806 -2.430 1.033
H -2.503 -3.280 0.921
H -1.633 -2.284 2.116
H -0.863 -2.666 0.520
C 1.698 -1.641 1.941
H 2.146 -2.646 1.933
H 0.613 -1.738 1.803
H 1.924 -1.182 2.915
C 2.808 0.768 -2.275
H 2.300 0.131 -3.012
H 3.861 0.872 -2.575
H 2.347 1.761 -2.258
B 1.513 1.874 3.592
C 0.598 1.156 2.641
N -0.109 0.625 1.853
H 2.298 2.541 2.908
H 2.140 1.070 4.302
H 0.821 2.605 4.276
```

***

Number 1 is which compound?
C29H39BF4N2OPtS